1.
32
Properties=species:S:1:pos:R:3:forces:R:3:lowdin_charge:R:1 method="wB97M-V/def2-TZVPD" fmax_ev_per_a=3.11 total_charge=+2 e_homo_ev=-10.7
C 2.97262 -0.21002 -0.41483 -1.270 -1.956 -1.143 -0.231
C 2.93327 1.69878 -2.17189 0.167 -0.081 -0.249 -0.211
C 2.30010 0.61323 -1.49751 -0.358 0.032 1.052 -0.037
C 5.04608 1.91110 1.52605 -0.571 0.786 1.021 -0.022
C -9.31725 -1.12885 6.09138 -0.262 -0.564 0.860 -0.229
C 1.75425 0.11927 -3.96117 -1.002 -0.491 -0.441 -0.075
C 1.18440 -1.29579 -3.81843 0.318 0.152 -0.228 -0.185
N 3.80808 0.32312 0.38290 1.447 2.415 1.321 0.176
N 3.35369 2.82423 -2.27542 0.049 0.581 0.480 0.317
N 2.53865 -1.48039 -0.33337 0.607 1.184 0.264 0.248
N 2.74947 0.37610 -2.91258 0.508 -0.371 -0.304 0.089
N 4.79827 1.06175 0.43553 -0.442 -1.966 -1.399 0.117
N -10.13041 -0.54844 5.08468 -0.055 0.760 -1.311 -0.088
O 0.54215 -1.40804 -2.55841 0.029 0.102 0.262 -0.069
H 1.21530 0.63052 -1.39521 0.060 0.029 -0.119 0.185
H 4.17138 2.13429 2.13973 0.005 -0.127 -0.004 0.111
H 5.82396 1.45127 2.14747 0.098 -0.135 -0.133 0.137
H 5.49548 2.82236 1.12342 0.059 -0.104 -0.056 0.120
H -8.71109 -0.35785 6.56701 0.160 -0.104 -0.055 0.068
H -9.90943 -1.61724 6.88252 0.253 -0.020 0.087 0.065
H -8.67532 -1.89402 5.65278 0.168 0.111 0.072 0.066
H 2.22527 0.23743 -4.93838 0.095 0.086 0.141 0.155
H 0.95222 0.85349 -3.85784 0.113 0.034 -0.008 0.155
H 1.99013 -2.03820 -3.88481 -0.074 0.051 -0.110 0.137
H 0.49020 -1.46693 -4.64337 0.072 0.021 0.025 0.148
H 3.77331 3.23349 -3.10115 0.063 -0.148 -0.291 0.133
H 1.68744 -1.74398 -0.81284 -0.106 -0.015 -0.300 0.112
H 2.88133 -2.08143 0.39941 0.101 -0.174 0.064 0.153
H 3.57689 -0.21458 -3.00942 0.128 0.140 0.112 0.208
H -10.61998 0.30051 5.32208 -0.137 -0.369 0.012 0.059
H -10.63676 -1.17863 4.48151 -0.123 0.185 0.334 0.059
H -0.26371 -1.92658 -2.64983 -0.102 -0.043 0.043 0.126

---

2.
28
Properties=species:S:1:pos:R:3:forces:R:3:lowdin_charge:R:1 method="wB97M-V/def2-TZVPD" smiles="CO[P@@](C)(=N)[C@H](C)C(C)C" fmax_ev_per_a=4.39 e_homo_ev=-9.1
C 3.05903 0.39277 0.85750 1.233 0.459 0.814 -0.087
C 1.62353 -1.66941 0.10395 -1.585 0.909 0.306 -0.080
C 0.73537 0.62585 -1.71216 2.193 0.889 0.989 -0.075
C -2.98181 -1.56059 -0.26833 0.102 2.951 0.654 -0.221
C -2.23002 1.71366 -0.42898 2.266 0.571 1.904 -0.174
C 1.63902 -0.26016 0.66940 -0.146 1.843 0.003 -0.403
C 0.71054 0.73267 -0.15583 0.053 -2.367 -0.161 -0.386
N -1.40175 0.77499 1.92165 -1.264 1.621 -2.375 -0.167
O -1.58250 -1.31717 -0.25905 1.042 4.248 0.378 -0.351
P -1.05469 0.58749 0.41896 -1.501 -2.365 -0.583 0.843
H 3.78898 -0.41560 1.05963 -0.222 0.199 -0.561 0.064
H 3.50692 1.07708 0.04115 -1.075 -1.275 0.962 0.097
H 3.18905 0.96898 1.84123 -0.786 -0.406 -1.402 0.087
H 0.58317 -1.91510 -0.08440 -0.549 -0.407 0.985 0.053
H 2.06389 -2.27295 0.85723 0.455 -1.165 0.121 0.073
H 1.90109 -1.85898 -0.90495 1.703 0.286 -0.696 0.069
H 1.65144 0.97865 -2.28709 -0.707 -0.067 1.314 0.103
H 0.69729 -0.41237 -1.96025 -1.046 -0.483 -0.508 0.056
H -0.04337 1.30049 -1.97875 -0.858 -0.172 -1.174 0.035
H -3.58714 -1.24954 -1.12841 0.694 -0.232 -0.585 0.074
H -3.54187 -1.07101 0.55251 0.519 -0.227 0.238 0.073
H -2.94097 -2.56080 -0.10507 -1.042 -3.212 0.227 0.038
H -1.84520 2.73181 -0.13290 -0.618 -0.877 -0.067 0.074
H -2.05063 1.64735 -1.46689 -0.982 -0.321 -1.275 0.015
H -3.15055 1.47943 0.11338 -0.154 0.202 -0.914 0.051
H 1.20708 -0.27216 1.72250 0.416 -0.272 -1.241 0.128
H 0.98807 1.66474 0.24168 0.123 1.743 0.130 0.086
H -0.93395 0.15986 2.47228 1.734 -2.072 2.515 -0.074

---

3.
42
Properties=species:S:1:pos:R:3:forces:R:3:lowdin_charge:R:1 method="wB97M-V/def2-TZVPD" fmax_ev_per_a=11.34 total_charge=-4 e_homo_ev=5.8
O -0.04280 0.79787 0.24510 1.491 0.204 -5.169 -0.428
V -0.55041 0.55153 1.65990 -1.051 2.180 8.685 0.900
O -1.89143 -0.32527 1.59710 -1.563 -1.418 -1.037 -0.471
P 1.58151 -0.43162 3.22078 -1.323 -1.671 4.020 -0.159
O 2.14283 -1.71208 2.60117 0.475 0.482 0.146 -0.486
O 1.59606 0.79403 2.35111 1.511 2.780 -3.625 -0.418
O 1.80338 -0.06704 4.68508 3.517 -0.339 1.133 -0.506
O 0.03979 -0.45002 3.43247 -3.886 -1.086 -3.587 -0.442
C -1.91053 3.57069 2.44389 -1.385 -3.083 10.825 -0.833
O -1.33278 2.38401 2.47710 3.608 -3.456 -4.864 -0.208
O -1.34203 4.43141 3.19549 3.507 4.275 -3.186 -0.217
O -3.06326 3.36348 3.03674 -5.127 0.679 -3.650 -0.283
C 4.46919 2.12529 -1.08079 0.501 0.366 -0.763 -0.247
C 3.86683 1.94660 0.28287 -1.708 -0.529 0.163 -0.293
O 3.26405 0.70078 0.34774 1.372 -0.382 -0.824 -0.087
O 5.81662 1.65134 -1.03746 1.439 0.363 0.407 -0.105
H 4.40382 3.16990 -1.40280 0.377 0.392 0.157 0.093
H 4.12042 1.55542 -1.94442 -1.512 -0.160 0.588 0.093
H 3.07274 2.64069 0.57572 0.018 0.765 -0.726 0.127
H 4.60626 2.14385 1.06691 0.724 -0.268 -0.117 0.114
H 2.65459 0.75187 1.12099 -1.245 -0.620 1.138 0.004
H 6.17789 1.68302 -1.92622 -0.076 -0.045 -0.027 0.051
C 0.61267 -0.05529 -3.21917 0.607 0.272 -1.141 -0.195
C 1.97905 -0.26836 -3.87980 -1.700 -0.194 2.278 -0.259
O 2.17111 -1.65812 -3.89416 1.140 -0.930 -1.155 -0.073
O -0.45527 -0.57532 -4.07213 0.188 0.966 0.151 -0.088
H 0.56312 1.03182 -3.15894 -1.039 -0.079 0.216 0.124
H 0.63980 -0.48294 -2.21691 -0.378 0.060 0.068 0.130
H 2.62577 0.13383 -3.09771 0.606 0.234 -0.504 0.108
H 2.01667 0.25909 -4.83432 0.312 -0.318 -0.251 0.105
H 1.31547 -2.08735 -3.84247 0.069 0.002 0.058 0.057
H -0.46993 -1.53178 -4.14806 0.165 0.026 0.505 0.055
C -4.53360 -2.74251 1.25572 0.620 0.784 1.441 -0.305
C -5.67784 -2.80437 0.26167 -0.061 -0.153 0.989 -0.225
O -6.90460 -2.56453 1.01156 -0.219 -0.373 -0.970 -0.124
O -3.21733 -2.84379 0.79458 -1.006 -0.604 -0.710 -0.059
H -4.63880 -3.35658 2.15591 -0.493 -1.093 -0.384 0.113
H -4.71596 -1.79188 1.76813 0.420 0.703 -0.382 0.123
H -5.83474 -3.76504 -0.23000 0.125 -0.131 0.057 0.099
H -5.47375 -2.05664 -0.50585 -0.312 0.208 0.017 0.114
H -6.75298 -2.05823 1.81373 0.572 0.175 -0.157 0.065
H -2.73163 -2.05772 1.08973 0.719 1.013 0.188 0.039

---

4.
29
Properties=species:S:1:pos:R:3:forces:R:3:lowdin_charge:R:1 method="wB97M-V/def2-TZVPD" smiles="C=C/C=C/CC=C.O.O.O.O" fmax_ev_per_a=4.06 e_homo_ev=-8.8
C -1.53754 -2.12594 -1.11534 -1.095 2.651 -0.892 -0.206
C -0.82728 -2.74317 -2.03470 -0.068 -1.296 -0.029 -0.013
C -0.99626 -1.73843 0.22049 -1.415 -0.379 -0.031 -0.218
C -0.24358 -0.44356 0.17111 0.063 -0.205 0.715 -0.133
C 0.85349 -0.26416 0.88286 0.166 0.200 1.648 -0.177
C 1.54394 1.02091 1.03116 0.969 -2.322 0.648 -0.200
C 2.63408 1.09539 1.79897 0.215 3.889 -1.144 0.006
H -2.46174 -1.47955 -1.35725 1.427 -1.409 -0.215 0.127
H -1.08654 -2.87408 -3.05360 -0.786 0.249 -0.800 0.040
H 0.00869 -3.38606 -1.81328 0.591 0.277 0.596 0.060
H -1.88351 -1.38240 0.75389 -0.036 -0.837 0.772 0.109
H -0.55308 -2.67156 0.64658 0.237 1.327 0.307 0.137
H -0.70551 0.47927 -0.21934 0.043 -0.812 -0.419 0.141
H 1.21008 -1.04969 1.59292 -0.081 0.350 -1.007 0.138
H 1.30279 1.83723 0.38784 -0.508 0.443 -0.001 0.084
H 3.29978 0.49672 2.35073 -0.234 -1.604 0.640 0.043
H 3.05784 2.12458 1.75981 -0.030 -0.642 0.201 0.062
H 0.48050 4.15641 0.61726 -1.067 -0.294 0.105 0.056
H -0.97452 3.95834 0.11925 -0.604 0.336 -1.026 0.012
O -0.40423 3.79535 0.84772 1.646 0.006 0.906 -0.054
H -1.09916 -0.51110 4.05664 -0.075 -0.610 0.387 0.025
H -0.60075 0.66295 3.31170 0.026 0.361 -0.280 0.020
O -1.42343 0.24753 3.58270 0.043 0.260 -0.161 -0.047
H 1.40686 -0.48691 -1.25024 -0.150 -1.059 1.336 -0.020
H 3.07284 -0.21122 -0.94641 -0.842 -0.793 0.753 0.046
O 2.25086 -0.11835 -1.42209 1.585 1.827 -2.958 -0.054
H -2.06398 0.79226 -3.48799 0.683 0.627 -0.171 0.028
H -0.73760 -0.08546 -3.89150 -0.158 0.867 0.162 0.041
O -1.66818 -0.05637 -3.65477 -0.546 -1.404 -0.043 -0.053